Entry 1:
A structure of composition C28H37Cl2GeMnNO2P2Se3Te at a distorted geometry. Source: the OMol25 dataset; level of theory: ωB97M-V/def2-TZVPD.

Properties
- orbital gap (alpha / beta) (eV) = 6.149 / 6.220
- energy (hartree) = -13597.7969
- maximum force (eV/Å) = 1.9
- HOMO (alpha / beta) (eV) = -6.3 / -6.3

ORCA input file:
```
! wB97M-V def2-TZVPD RIJCOSX def2/J DEFGRID3
* xyz 0 2
Mn -0.3256 -0.1088 0.1954
Se -0.4451 -1.9855 1.8413
Se -2.4240 -1.8373 0.6616
Te -1.7990 -3.1659 -1.5971
Se 0.1282 -1.6857 -1.8804
C -1.6688 0.7982 3.4068
P -0.9764 1.3370 1.8062
C 0.2794 2.5437 2.3894
C -2.3097 2.4356 1.1841
C -3.0562 3.2946 1.9905
C -4.0862 4.0477 1.4480
C -4.3733 3.9576 0.0908
C -3.6220 3.1224 -0.7217
C -2.5908 2.3569 -0.1785
P -1.4875 1.2830 -1.1725
C -2.5780 0.6536 -2.4920
C -0.5785 2.5868 -2.1074
H -1.8947 1.6553 4.0417
H -0.9485 0.1542 3.9014
H -2.5712 0.2180 3.2283
H -0.1697 3.3043 3.0286
H 0.7613 3.0213 1.5370
H 1.0351 1.9966 2.9552
H -2.8443 3.3747 3.0504
H -4.6726 4.7015 2.0837
H -5.1815 4.5439 -0.3323
H -3.8470 3.0675 -1.7814
H -3.0081 1.4686 -3.0744
H -3.3715 0.0509 -2.0535
H -1.9865 0.0169 -3.1442
H -1.2761 3.3280 -2.4972
H -0.0327 2.1324 -2.9373
H 0.1308 3.0779 -1.4421
Cl 7.7700 -1.7229 -1.5174
C 6.5770 -2.8691 -2.0650
C 6.8839 -3.6720 -3.1467
C 5.9580 -4.6013 -3.5861
C 4.7271 -4.6903 -2.9592
C 4.4188 -3.8639 -1.8913
Cl 2.8052 -3.9204 -1.2800
C 5.3526 -2.9408 -1.3858
N 5.0927 -2.0564 -0.3355
C 4.6660 -2.4158 0.9645
C 4.8614 -3.7038 1.4642
C 4.4221 -4.0498 2.7306
C 3.7983 -3.1047 3.5309
C 3.6438 -1.8152 3.0511
C 4.0739 -1.4490 1.7790
C 3.9105 -0.0039 1.3480
C 2.9245 0.2708 0.2344
O 3.4992 0.6712 -0.8919
O 1.7371 0.1475 0.4218
H 7.8486 -3.5741 -3.6260
H 6.1896 -5.2427 -4.4273
H 3.9707 -5.3788 -3.3155
H 5.6026 -1.1924 -0.3959
H 5.3625 -4.4365 0.8428
H 4.5736 -5.0603 3.0917
H 3.4393 -3.3667 4.5190
H 3.1614 -1.0683 3.6727
H 4.8674 0.4446 1.0766
H 3.5129 0.5353 2.2044
C 5.3342 1.5545 -3.6179
Ge 3.5760 0.7124 -3.7221
C 2.5132 1.6253 -5.0899
C 3.6379 -1.2048 -4.0628
C 2.6534 1.0720 -2.0072
H 5.8854 1.3838 -4.5462
H 5.9215 1.1531 -2.7892
H 5.2176 2.6320 -3.4760
H 3.0582 1.6228 -6.0372
H 2.3179 2.6628 -4.8098
H 1.5596 1.1140 -5.2450
H 4.5686 -1.4957 -4.5553
H 2.7943 -1.4880 -4.6950
H 3.5493 -1.7555 -3.1244
H 2.4449 2.1379 -1.9058
H 1.7115 0.5356 -1.9595
*
```

Charges computed using Mulliken, reported in e: 0.326 -0.335 -0.272 -0.133 -0.313 -1.459 1.767 -1.378 -0.097 -0.744 -0.802 -0.759 -0.656 0.027 2.052 -1.519 -1.216 0.482 0.415 0.379 0.483 0.296 0.339 0.291 0.396 0.398 0.295 0.447 0.392 0.375 0.576 0.218 0.265 -0.229 0.662 -0.603 -0.508 -0.710 0.960 -0.049 -1.197 0.268 0.066 -0.389 -0.705 -0.910 -0.550 0.864 -1.642 0.699 -0.372 -0.646 0.434 0.393 0.433 0.387 0.490 0.401 0.395 0.346 0.346 0.639 -1.177 0.653 -1.310 -0.701 -0.025 0.387 0.314 0.365 0.392 0.366 0.360 0.384 0.413 -0.143 0.424 -0.511


Entry 2:
A structure of composition C28H37ClN4OsP2 at a distorted geometry. Source: the OMol25 dataset; level of theory: ωB97M-V/def2-TZVPD.

Properties
- orbital gap (alpha / beta) (eV) = 6.182 / 2.727
- energy (hartree) = -2540.9270
- maximum force (eV/Å) = 4.3
- ΔE to the lowest compared entry with this formula, charge and spin (kcal/mol) = 0.0
- HOMO (alpha / beta) (eV) = -12.0 / -12.0

ORCA input file:
```
! wB97M-V def2-TZVPD RIJCOSX def2/J DEFGRID3
* xyz 2 5
Os 1.7241 -0.5501 4.9063
C 3.6933 -0.5206 3.9281
C 2.8032 0.4390 3.3515
C 2.0646 0.1849 2.0520
C 0.7415 -0.5843 2.1275
C 0.5656 -1.4254 3.3681
C 1.5230 -2.4024 3.7806
C 2.7859 -2.7391 3.0246
C 4.0150 -1.8525 3.3268
C 0.8254 -1.3847 6.5052
H 4.4452 -0.1511 4.6183
H 2.9513 1.4925 3.6217
H 2.7484 -0.3292 1.3637
H 1.8614 1.1711 1.6123
H -0.1038 0.1203 2.0880
H 0.6305 -1.1942 1.2187
H -0.4617 -1.5364 3.7276
H 1.1498 -3.2045 4.4240
H 2.5907 -2.7334 1.9437
H 3.0528 -3.7768 3.2805
H 4.6912 -2.3889 4.0143
H 4.5893 -1.7261 2.4004
H 1.4918 -1.3842 7.3798
H 0.4817 -2.3945 6.2573
H -0.0258 -0.7173 6.7199
P -2.4569 -0.4144 -1.7055
P -0.3329 2.0011 -1.8546
N -2.4338 -2.1385 -2.0008
N -4.2422 -0.1732 -2.2032
N 1.1678 1.2570 -2.4317
N 0.0403 3.6586 -2.3807
C -1.7774 0.0729 -3.3588
C -1.3249 1.5498 -3.3657
C -1.7607 -2.9814 -1.0976
C -1.7449 -4.2669 -1.6153
C -2.4316 -4.2315 -2.8791
C -2.8282 -2.9123 -3.0993
C -5.1873 0.2895 -1.2786
C -6.4309 0.4037 -1.9069
C -6.2512 -0.0030 -3.2698
C -4.8989 -0.3230 -3.4262
C 2.0155 0.6408 -1.5003
C 3.0783 0.0532 -2.1747
C 2.8816 0.3049 -3.5721
C 1.6962 1.0168 -3.7008
C 0.7291 4.1562 -3.4962
C 0.5081 5.5356 -3.5815
C -0.3649 5.8959 -2.4897
C -0.6452 4.7336 -1.7828
H -2.5659 -0.0517 -4.1168
H -0.9439 -0.6035 -3.6231
H -0.7434 1.7497 -4.2820
H -2.2044 2.2230 -3.3667
H -1.3622 -2.5629 -0.1798
H -1.2952 -5.1349 -1.1506
H -2.6160 -5.0764 -3.5259
H -3.3548 -2.4683 -3.9283
H -4.8937 0.4935 -0.2528
H -7.3562 0.7380 -1.4525
H -7.0115 -0.0684 -4.0342
H -4.3744 -0.6274 -4.3173
H 1.7662 0.6896 -0.4446
H 3.8950 -0.4949 -1.7167
H 3.5435 0.0063 -4.3762
H 1.1949 1.3598 -4.5933
H 1.3128 3.5064 -4.1214
H 0.9150 6.2081 -4.3182
H -0.7292 6.8862 -2.2602
H -1.2648 4.5556 -0.9142
Cl 1.4661 2.0800 6.5964
C 2.5664 0.7213 6.2998
H 3.5208 1.1409 5.9536
H 2.6953 0.1927 7.2558
*
```

Charges computed using Mulliken, reported in e: 1.012 -0.846 -0.350 -0.463 -0.251 -0.560 -0.714 -0.851 -1.000 -1.282 0.493 0.614 0.260 0.529 0.391 0.195 0.685 0.590 0.315 0.435 0.431 0.357 0.405 0.379 0.426 -0.010 -0.130 0.368 0.320 0.414 0.237 -0.729 -1.058 -0.341 -0.627 -0.630 -0.154 -0.438 -0.596 -0.748 -0.163 -0.047 -0.413 -1.108 -0.128 0.147 -0.613 -0.501 -0.155 0.393 0.532 0.432 0.521 0.341 0.408 0.447 0.267 0.383 0.408 0.442 0.330 -0.081 0.448 0.467 0.466 0.463 0.465 0.457 0.431 -0.137 -0.864 0.413 0.472


Entry 3:
A structure of composition C28H37F5GaN4OPS. Source: the OMol25 dataset; level of theory: ωB97M-V/def2-TZVPD.

Properties
- orbital gap (eV) = 8.107
- energy (hartree) = -4547.0872
- maximum force (eV/Å) = 0.4
- HOMO (eV) = -7.6

ORCA input file:
```
! wB97M-V def2-TZVPD RIJCOSX def2/J DEFGRID3
* xyz 0 1
Ga 0.2558 -0.0938 0.1182
O -0.9550 1.5753 0.1039
N -1.8799 1.7764 1.0269
C -2.4627 2.9890 1.0811
C -3.4352 3.2718 2.0003
C -3.8185 2.2723 2.8998
C -3.2211 1.0394 2.8284
C -2.2330 0.7659 1.8675
S -1.5036 -0.7565 1.6816
H -2.0989 3.6976 0.3532
H -3.8902 4.2505 2.0175
H -4.5778 2.4665 3.6451
H -3.4888 0.2365 3.4995
C 4.6308 0.6992 0.1684
C 4.3891 1.1098 1.6261
C 5.6300 0.8307 2.4742
C 4.1202 2.6216 1.6230
P 2.7629 0.2828 2.2180
N 1.6918 0.4485 1.1220
C 3.1588 -1.5281 2.6895
C 3.9640 -1.7207 3.9763
C 3.9460 -2.1254 1.5146
C 1.8438 -2.3146 2.7784
C 2.1878 1.1989 3.7998
C 1.4897 2.4951 3.3597
C 3.2789 1.5144 4.8249
C 1.1144 0.3183 4.4533
H 5.2592 1.4435 -0.3290
H 3.6787 0.6565 -0.3563
H 5.1260 -0.2652 0.0736
H 6.4512 1.4615 2.1207
H 5.9585 -0.2044 2.3908
H 5.4648 1.0606 3.5278
H 4.8952 3.1286 1.0422
H 4.1371 3.0414 2.6285
H 3.1543 2.8305 1.1610
H 4.8903 -1.1464 3.9746
H 4.2299 -2.7791 4.0566
H 3.3914 -1.4598 4.8653
H 4.9774 -1.7786 1.4853
H 3.4600 -1.8885 0.5673
H 3.9723 -3.2139 1.6151
H 1.3390 -2.1902 3.7323
H 2.0478 -3.3807 2.6458
H 1.1604 -2.0124 1.9864
H 2.1927 3.3065 3.1805
H 0.7993 2.8211 4.1423
H 0.9157 2.3147 2.4481
H 3.9710 2.2751 4.4623
H 3.8514 0.6316 5.1067
H 2.8094 1.9075 5.7319
H 0.4003 -0.0393 3.7077
H 0.5651 0.9073 5.1927
H 1.5444 -0.5349 4.9753
F -1.0014 -3.1902 0.4199
C 0.1350 -3.1958 -0.2965
C 0.7163 -1.9997 -0.6935
C 1.8855 -2.1622 -1.4277
F 2.6016 -1.0940 -1.8312
C 2.4311 -3.3883 -1.7633
F 3.5572 -3.4643 -2.4830
C 1.8129 -4.5461 -1.3346
F 2.3363 -5.7363 -1.6182
C 0.6513 -4.4460 -0.5953
F 0.0415 -5.5577 -0.1717
N 2.3162 2.3294 -5.2206
C 1.7347 1.8759 -4.0749
C 2.0467 2.4336 -2.8275
C 1.4690 1.9124 -1.6955
N 0.6043 0.8949 -1.7255
C 0.2517 0.4015 -2.9139
C 0.7743 0.8556 -4.0997
H 3.1336 2.9074 -5.1506
H 2.2176 1.7908 -6.0615
H 2.7561 3.2482 -2.7575
H 1.7094 2.2780 -0.7044
H -0.4655 -0.4107 -2.8968
H 0.4733 0.4043 -5.0361
*
```

Charges computed using Mulliken, reported in e: -0.686 -0.643 0.202 -0.231 -0.806 -0.178 -0.949 0.888 -0.595 0.472 0.415 0.403 0.456 -1.576 2.361 -2.023 -1.922 -0.974 1.329 2.679 -2.121 -1.856 -1.757 2.417 -1.766 -2.031 -1.874 0.528 0.208 0.239 0.527 0.293 0.289 0.665 0.244 0.201 0.319 0.538 0.283 0.218 0.220 0.672 0.296 0.505 0.271 0.274 0.523 0.285 0.285 0.303 0.534 0.149 0.687 0.201 -0.417 0.548 -0.172 0.286 -0.466 0.371 -0.351 0.849 -0.334 0.176 -0.329 -0.511 1.050 -0.748 -0.336 0.238 -0.441 -0.876 0.200 0.199 0.351 0.423 0.563 0.337